Entry 1:
# C22H45BiN2OP3Se

A molecular structure, C22H45BiN2OP3Se (ωB97M-V/def2-TZVPD, the Open Molecules 2025 dataset).

Positions of all 75 atoms, in Å:
Bi: -0.034 0.240 0.253
Se: -2.154 0.144 2.384
P: 2.137 -0.391 -1.424
P: -0.970 2.588 -0.695
P: 2.027 1.227 1.751
O: -1.368 -0.974 -3.474
N: -0.915 -0.624 4.892
N: -1.860 1.333 5.028
C: 1.436 -0.756 -3.053
C: -1.832 3.832 0.313
C: 2.896 2.758 1.271
C: -0.725 -0.175 6.185
C: 2.787 -2.055 -1.003
C: 3.529 0.689 -1.930
C: -2.953 -1.236 -5.326
C: -2.595 2.532 4.685
C: -0.378 -4.398 0.299
C: -2.354 1.995 -1.728
C: -1.745 -1.564 -4.666
C: -1.421 -3.486 -6.107
C: 0.526 -4.625 1.266
C: -3.427 -2.132 -6.297
C: -0.354 -1.856 4.375
C: -1.327 1.036 6.276
C: -1.595 0.310 4.149
C: 3.348 -0.039 1.867
C: -2.685 -3.255 -6.680
C: -0.936 -2.618 -5.117
C: 1.587 1.465 3.492
C: 0.019 3.539 -1.900
H: -3.555 2.569 5.221
H: 0.045 -2.771 -4.667
H: -2.794 2.508 3.604
H: -0.804 -4.332 -6.422
H: 0.245 2.913 -2.784
H: -1.302 -3.829 0.486
H: 1.491 -5.100 1.067
H: 2.349 2.101 3.960
H: -3.271 1.889 -1.129
H: 0.962 3.905 -1.458
H: -2.116 1.020 -2.182
H: -0.238 -0.788 6.929
H: -0.253 -4.704 -0.749
H: 2.995 -0.912 2.434
H: 0.337 -4.365 2.308
H: 0.613 1.963 3.568
H: -2.346 3.355 1.167
H: 3.607 3.004 2.076
H: 1.969 -2.672 -0.598
H: -3.077 -3.940 -7.445
H: 3.445 2.648 0.324
H: -2.589 4.310 -0.328
H: -1.113 4.585 0.681
H: 3.154 1.702 -2.150
H: 4.219 0.389 2.378
H: 3.166 -2.514 -1.928
H: 2.216 -1.202 -3.688
H: 3.954 0.257 -2.849
H: -1.053 -2.305 3.663
H: 1.054 0.163 -3.521
H: 0.599 -1.453 -2.932
H: -1.998 3.422 4.934
H: -0.185 -2.538 5.213
H: -4.393 -1.955 -6.773
H: -0.595 4.400 -2.214
H: 1.542 0.500 4.023
H: 4.298 0.748 -1.148
H: -2.521 2.737 -2.526
H: -1.779 -0.074 -3.373
H: 2.180 3.587 1.167
H: 3.664 -0.377 0.872
H: 3.596 -2.010 -0.265
H: -1.484 1.679 7.128
H: 0.614 -1.685 3.890
H: -3.510 -0.330 -5.050

Properties
**Calculated total energy**: -127598.715 eV
**Kohn-Sham gap**: 4.5 eV
**2S+1**: 1
**HOMO**: -14.45 eV
**Total charge**: +3
**Relative energy (zero: lowest compared OMol25 entry of this formula, charge and spin)**: 0.0 kJ/mol
**M**: 734.5 g/mol

Taken from the Löwdin analysis, the atomic charges in e are: number 1, Bi, carries 1.050; number 2, Se, carries 0.582; number 3, P, carries 0.635; number 4, P, carries 0.644; number 5, P, carries 0.676; number 6, O, carries -0.066; number 7, N, carries -0.128; number 8, N, carries -0.118; number 9, C, carries -0.281; number 10, C, carries -0.222; number 11, C, carries -0.215; number 12, C, carries -0.001; number 13, C, carries -0.226; number 14, C, carries -0.239; number 15, C, carries -0.019; number 16, C, carries -0.015; number 17, C, carries -0.079; number 18, C, carries -0.237; number 19, C, carries -0.314; number 20, C, carries -0.057; number 21, C, carries -0.075; number 22, C, carries -0.067; number 23, C, carries -0.025; number 24, C, carries 0.009; number 25, C, carries -0.675; number 26, C, carries -0.226; number 27, C, carries -0.069; number 28, C, carries -0.033; number 29, C, carries -0.235; number 30, C, carries -0.230; number 31, H, carries 0.122; number 32, H, carries 0.097; number 33, H, carries 0.036; number 34, H, carries 0.116; number 35, H, carries 0.064; number 36, H, carries 0.047; number 37, H, carries 0.060; number 38, H, carries 0.079; number 39, H, carries 0.082; number 40, H, carries 0.053; number 41, H, carries 0.011; number 42, H, carries 0.147; number 43, H, carries 0.060; number 44, H, carries 0.067; number 45, H, carries 0.035; number 46, H, carries 0.043; number 47, H, carries 0.037; number 48, H, carries 0.081; number 49, H, carries 0.034; number 50, H, carries 0.120; number 51, H, carries 0.050; number 52, H, carries 0.085; number 53, H, carries 0.070; number 54, H, carries 0.050; number 55, H, carries 0.086; number 56, H, carries 0.077; number 57, H, carries 0.080; number 58, H, carries 0.073; number 59, H, carries 0.080; number 60, H, carries 0.061; number 61, H, carries 0.026; number 62, H, carries 0.112; number 63, H, carries 0.115; number 64, H, carries 0.117; number 65, H, carries 0.082; number 66, H, carries 0.053; number 67, H, carries 0.047; number 68, H, carries 0.088; number 69, H, carries 0.073; number 70, H, carries 0.056; number 71, H, carries -0.002; number 72, H, carries 0.044; number 73, H, carries 0.148; number 74, H, carries 0.079; number 75, H, carries 0.113


Entry 2:
# C12H25F3MoNO5P2S

A molecular structure, C12H25F3MoNO5P2S (ωB97M-V/def2-TZVPD, the Open Molecules 2025 dataset).

Positions of all 50 atoms, in Å:
Mo: -0.248 0.195 0.104
S: 2.974 1.197 0.097
P: 0.051 -1.300 1.885
P: -0.359 0.722 -2.165
F: 4.176 3.581 -0.014
F: 5.542 1.900 0.386
F: 4.207 2.636 1.973
O: -3.610 2.201 -1.540
O: 3.314 -0.017 0.825
O: 1.738 1.882 0.574
O: 3.096 1.150 -1.354
O: -1.812 3.114 0.037
N: -1.587 -1.363 -0.538
C: -1.674 -2.552 0.096
C: 4.312 2.406 0.642
C: -3.348 -2.007 -2.015
C: -2.614 -3.505 -0.299
C: -2.352 -1.108 -1.635
C: -0.271 2.472 -2.588
C: -1.022 -0.937 3.316
C: 1.612 -1.760 2.664
C: -3.477 -3.217 -1.351
C: 0.663 -0.105 -3.398
C: -2.083 0.162 -2.376
C: -0.725 -2.837 1.233
H: -0.638 2.622 -3.611
H: -1.426 2.255 0.470
H: -0.858 3.052 -1.861
H: -1.267 3.864 0.372
H: 0.415 0.281 -4.398
H: -1.011 -1.782 4.018
H: 1.708 0.122 -3.136
H: -1.435 0.860 1.042
H: 1.452 -2.535 3.424
H: 0.499 -1.190 -3.356
H: 0.959 -0.999 0.205
H: 0.108 -3.489 0.918
H: -1.245 -3.335 2.067
H: 2.030 -0.848 3.107
H: 2.299 -2.091 1.878
H: -2.646 -4.439 0.255
H: -2.044 -0.739 2.972
H: -2.999 2.694 -0.858
H: -0.637 -0.032 3.804
H: 0.787 2.756 -2.505
H: -4.411 1.920 -1.043
H: -2.246 0.033 -3.456
H: -2.852 1.060 -2.019
H: -4.237 -3.937 -1.649
H: -3.980 -1.729 -2.856

Properties
**Calculated total energy**: -63990.340 eV
**Kohn-Sham gap (spin up / spin down)**: 7.0 / 7.5 eV
**2S+1**: 3
**HOMO (spin up / spin down)**: -12.36 / -12.39 eV
**Total charge**: +1
**Relative energy (zero: lowest compared OMol25 entry of this formula, charge and spin)**: 0.0 kJ/mol
**M**: 510.3 g/mol

Taken from the Löwdin analysis, the atomic charges in e are: number 1, Mo, carries 0.976; number 2, S, carries 0.491; number 3, P, carries 0.684; number 4, P, carries 0.743; number 5, F, carries 0.120; number 6, F, carries 0.129; number 7, F, carries 0.118; number 8, O, carries -0.087; number 9, O, carries -0.324; number 10, O, carries -0.416; number 11, O, carries -0.318; number 12, O, carries -0.122; number 13, N, carries -0.062; number 14, C, carries -0.292; number 15, C, carries -0.603; number 16, C, carries 0.001; number 17, C, carries 0.000; number 18, C, carries -0.300; number 19, C, carries -0.211; number 20, C, carries -0.264; number 21, C, carries -0.226; number 22, C, carries -0.012; number 23, C, carries -0.217; number 24, C, carries -0.286; number 25, C, carries -0.243; number 26, H, carries 0.074; number 27, H, carries -0.005; number 28, H, carries 0.024; number 29, H, carries 0.118; number 30, H, carries 0.069; number 31, H, carries 0.054; number 32, H, carries 0.042; number 33, H, carries -0.015; number 34, H, carries 0.070; number 35, H, carries 0.061; number 36, H, carries 0.010; number 37, H, carries 0.116; number 38, H, carries 0.109; number 39, H, carries 0.067; number 40, H, carries 0.049; number 41, H, carries 0.129; number 42, H, carries 0.043; number 43, H, carries 0.042; number 44, H, carries 0.056; number 45, H, carries 0.066; number 46, H, carries 0.097; number 47, H, carries 0.109; number 48, H, carries 0.074; number 49, H, carries 0.128; number 50, H, carries 0.131


Entry 3:
# C4H11N3O2

2 unconnected molecules or ions with the total composition C4H11N3O2 (ωB97M-V/def2-TZVPD, the Open Molecules 2025 dataset).

Positions of all 20 atoms, in Å:
O: 0.191 3.673 1.564
O: 0.500 1.621 1.469
N: 0.795 -2.826 -0.929
N: 0.061 -0.970 0.455
N: 2.304 -1.250 -0.279
C: -1.009 2.573 -0.126
C: 0.967 -1.576 -0.231
C: -1.387 -1.136 0.375
C: -0.157 2.706 0.945
H: -1.853 -0.159 0.106
H: 3.034 -1.796 -0.472
H: 1.146 -2.797 -1.986
H: -0.272 2.306 -0.966
H: -1.599 3.462 -0.416
H: -0.188 -3.134 -1.045
H: -1.959 -1.296 1.359
H: 0.503 0.886 0.582
H: 2.494 -0.310 0.243
H: -1.741 1.849 -0.155
H: -1.831 -1.826 -0.492

Properties
**Calculated total energy**: -12889.672 eV
**Kohn-Sham gap**: 9.7 eV
**2S+1**: 1
**HOMO**: -9.22 eV
**Total charge**: 0
**Relative energy (zero: lowest compared OMol25 entry of this formula, charge and spin)**: 304.7 kJ/mol
**SMILES string**: CN=C(N)N.CC(=O)O
**M**: 133.2 g/mol

Taken from the Löwdin analysis, the atomic charges in e are: number 1, O, carries 0.096; number 2, O, carries -0.009; number 3, N, carries 0.069; number 4, N, carries -0.025; number 5, N, carries 0.130; number 6, C, carries -0.015; number 7, C, carries -0.522; number 8, C, carries -0.141; number 9, C, carries -0.663; number 10, H, carries 0.037; number 11, H, carries 0.033; number 12, H, carries 0.142; number 13, H, carries 0.147; number 14, H, carries 0.116; number 15, H, carries 0.063; number 16, H, carries 0.097; number 17, H, carries 0.151; number 18, H, carries 0.155; number 19, H, carries 0.040; number 20, H, carries 0.099


Entry 4:
# C3H7NO2

A single C3H7NO2 molecule (ωB97M-V/def2-TZVPD, the Open Molecules 2025 dataset).

Positions of all 13 atoms, in Å:
O: 1.201 -1.407 -1.909
O: -0.793 1.122 0.850
N: 0.881 0.780 -1.400
C: 0.843 -0.550 -1.118
C: 0.384 -0.896 0.296
C: -0.940 -0.289 0.739
H: 1.163 -0.575 1.000
H: -1.661 1.505 1.023
H: 0.434 1.442 -0.780
H: -1.735 -0.546 0.023
H: -1.214 -0.719 1.713
H: 0.316 -1.986 0.340
H: 1.153 1.051 -2.332

Properties
**Calculated total energy**: -8810.026 eV
**Kohn-Sham gap**: 10.2 eV
**2S+1**: 1
**HOMO**: -9.61 eV
**Total charge**: 0
**Relative energy (zero: lowest compared OMol25 entry of this formula, charge and spin)**: 48.5 kJ/mol
**SMILES string**: NC(=O)CCO
**M**: 89.1 g/mol

Taken from the Löwdin analysis, the atomic charges in e are: number 1, O, carries 0.037; number 2, O, carries -0.085; number 3, N, carries 0.166; number 4, C, carries -0.547; number 5, C, carries -0.099; number 6, C, carries -0.254; number 7, H, carries 0.129; number 8, H, carries 0.096; number 9, H, carries 0.082; number 10, H, carries 0.126; number 11, H, carries 0.117; number 12, H, carries 0.123; number 13, H, carries 0.111